[1]
C29H29ClN8O4S2W | wB97M-V/def2-TZVPD

Values from the calculation:
Kohn-Sham gap (alpha / beta), eV: 5.9 / 5.3
LUMO energy (alpha / beta), eV: -7.65 / -8.27
Charge: +2
HOMO level (alpha / beta), eV: -13.5984 / -13.6062
Relative energy (zero: lowest compared OMol25 entry of this formula, charge and spin), eV: 1.339
Spin multiplicity: 3

```
74
C29H29ClN8O4S2W | OMol25 | wB97M-V/def2-TZVPD
W -0.43885 0.47593 -0.93964
N -2.38598 4.48361 -0.62420
C -1.97070 3.20189 -0.46949
S -1.41399 2.37115 -1.99657
N -2.08013 2.59374 0.65731
N -1.74125 1.19714 0.67058
C -2.46846 0.31245 1.36497
C -3.31827 0.68225 2.54621
C -2.89530 1.74904 3.36478
C -3.71231 2.22347 4.43336
C -4.84479 1.51913 4.79340
C -5.17908 0.33965 4.08377
C -4.48562 -0.00400 2.89549
C -2.32285 -1.04293 0.92315
C -2.99770 -2.18776 1.33327
C -2.59955 -3.42980 0.84749
C -1.55232 -3.57553 -0.03094
C -0.84963 -2.46450 -0.40768
N -1.27274 -1.18663 0.02944
H -2.69308 4.77542 -1.52457
H -2.89378 4.84412 0.14872
H -2.04592 2.37390 3.08757
H -3.43190 3.19631 4.86553
H -5.49483 1.95547 5.58775
H -6.04955 -0.25298 4.39772
H -5.04551 -0.65152 2.28646
H -3.75774 -2.10965 2.07772
H -3.11266 -4.29527 1.23143
H -1.31286 -4.49982 -0.48777
H 0.12298 -2.49086 -0.92313
O 0.78331 -2.45887 -6.69351
C 0.72935 -1.17648 -6.49662
O 0.92335 -0.34935 -7.37510
C 0.39687 -0.54556 -5.08712
C 0.71690 0.83490 -4.86035
Cl 1.37816 1.80371 -6.04419
N 0.63434 1.07571 -3.47487
N 0.21339 -0.08258 -2.85203
C -0.01278 -1.07665 -3.78290
C -0.17684 -2.53022 -3.60191
O 0.51159 -3.25458 -4.42996
O -0.90107 -3.03032 -2.75155
C 1.87059 1.79394 -3.01445
C 1.90255 3.17136 -3.15536
C 3.13977 3.82774 -2.85144
C 4.25288 3.07053 -2.55218
C 4.18938 1.64142 -2.51859
C 2.95845 1.06977 -2.59774
H 0.66962 -2.90266 -5.73820
H 1.05588 3.68916 -3.62802
H 3.21336 4.94693 -2.83184
H 5.13299 3.53787 -2.17833
H 5.10384 1.08134 -2.27684
H 2.78237 0.00705 -2.35718
C 2.10605 -0.61547 4.98362
C 0.81630 -0.36827 4.10310
N 1.00681 0.28427 2.81045
C 1.52856 -0.30093 1.71029
S 1.43297 0.71729 0.17589
N 2.12695 -1.51238 1.82259
C 2.45060 -2.48172 0.76296
C 4.00548 -2.64434 0.56242
H 1.88202 -1.37651 5.72717
H 2.42652 0.38029 5.39445
H 2.98301 -0.99905 4.50106
H 0.03176 0.23233 4.62046
H 0.35358 -1.32666 3.86015
H 0.53345 1.18988 2.71091
H 2.08623 -1.92537 2.80192
H 1.99228 -2.15487 -0.16144
H 1.98705 -3.40329 1.10487
H 4.08477 -3.38513 -0.17914
H 4.65719 -2.88588 1.45372
H 4.28454 -1.67181 0.16267
```

These are the Mulliken partial charges, in e, on atoms 1 to 5:
1. W 0.9842
2. N -0.4286
3. C 0.5394
4. S -0.4214
5. N -0.8967

[2]
C29H29CrN7SSb2Se3Te2 | wB97M-V/def2-TZVPD

Values from the calculation:
Kohn-Sham gap (alpha / beta), eV: 5.2 / 5.3
LUMO energy (alpha / beta), eV: -4.19 / -4.21
Charge: +1
HOMO level (alpha / beta), eV: -9.4357 / -9.4963
Spin multiplicity: 4

```
74
C29H29CrN7SSb2Se3Te2 | OMol25 | wB97M-V/def2-TZVPD
Cr 0.22433 0.47820 -0.41027
S 1.81604 4.53545 5.71523
N 0.38984 4.21812 5.03338
C 0.64143 3.46819 3.97110
C -0.35699 2.93567 3.05360
C -1.72187 3.20148 3.16564
C -2.57444 2.66665 2.23039
C -2.05212 1.84187 1.23840
N -0.76196 1.55470 1.13730
C 0.08729 2.13384 2.00932
C 1.51766 1.90816 1.78059
N 1.85098 1.18728 0.69006
C 3.13420 0.94302 0.45094
C 4.15081 1.39460 1.29293
C 3.82231 2.13701 2.39953
C 2.47556 2.41060 2.64890
C 2.01585 3.19946 3.78258
N 2.79321 3.74458 4.70568
H -2.07833 3.83198 3.97003
H -3.63635 2.86666 2.25218
H -2.70743 1.39997 0.50017
H 3.34715 0.37884 -0.44607
H 5.17818 1.15745 1.05688
H 4.57655 2.51392 3.07843
Se 1.47984 -0.46875 -2.17757
Te 2.07556 1.02038 -4.10317
Te 2.23329 3.18594 -2.48756
Se 0.03265 2.66743 -1.44969
C -2.26996 0.80756 -3.34598
Sb -1.94346 -0.42496 -1.65662
C -1.75344 -2.21792 -2.79793
C -4.07665 -0.67620 -1.21985
C -4.58378 -2.03352 -0.79634
C -4.83849 -2.98521 -1.78705
C -5.37546 -4.22672 -1.49403
C -5.69124 -4.53002 -0.17541
C -5.46163 -3.58504 0.81081
C -4.90756 -2.33578 0.52457
C -4.64197 -1.37576 1.64700
Sb -2.53883 -1.43915 2.13663
C -2.60096 -3.42093 2.94585
C -2.72290 -0.43614 4.02461
H -3.10196 0.38861 -3.90950
H -1.35689 0.79318 -3.94025
H -2.48122 1.83361 -3.05887
H -2.38603 -2.07997 -3.67271
H -2.08592 -3.09442 -2.24559
H -0.71821 -2.32512 -3.11800
H -4.49349 -0.42982 -2.19790
H -4.37922 0.11457 -0.52976
H -4.63091 -2.73065 -2.82079
H -5.56412 -4.93837 -2.28668
H -6.13043 -5.48525 0.08029
H -5.72590 -3.81060 1.83784
H -5.18135 -1.67156 2.54735
H -4.92194 -0.34940 1.40103
H -3.49613 -3.53472 3.55789
H -1.72123 -3.58772 3.56855
H -2.61761 -4.15794 2.14461
H -3.28125 -1.07393 4.70920
H -3.25990 0.50310 3.89181
H -1.74134 -0.22335 4.44703
Se 1.06156 -1.26352 4.38161
N 1.57841 -2.84745 3.80823
C 1.33140 -2.86721 2.51517
C 1.52980 -4.00887 1.67174
C 1.12938 -3.89300 0.39122
C 0.59139 -2.65233 -0.09077
N 0.44217 -1.55881 0.59683
C 0.77060 -1.65962 1.94778
N 0.54425 -0.68225 2.79366
H 1.97102 -4.91253 2.06978
H 1.22233 -4.71243 -0.30746
H 0.30150 -2.60158 -1.13154
```

These are the Mulliken partial charges, in e, on atoms 1 to 5:
1. Cr -0.4656
2. S 0.1606
3. N -0.6706
4. C 0.5845
5. C 0.3405

[3]
C29H29F3N4O9 | wB97M-V/def2-TZVPD

Values from the calculation:
SMILES string: O=C1OC[C@@H](F)O1.O=C1OC[C@@H](F)O1.O=C1OC[C@@H](F)O1.c1ccncc1.c1ccncc1.c1ccncc1.c1ccncc1
Kohn-Sham gap, eV: 9.9
LUMO energy, eV: 0.32
HOMO level, eV: -9.5687
Spin multiplicity: 1

```
74
C29H29F3N4O9 | OMol25 | wB97M-V/def2-TZVPD
O -26.42090 -1.79826 -0.02531
C -25.49193 -2.57200 0.06151
O -25.05706 -3.14665 1.19980
C -23.90138 -3.97319 0.81100
C -23.53527 -3.51983 -0.54093
F -23.17287 -4.51887 -1.35072
O -24.74140 -2.95578 -1.00233
H -23.15276 -3.79113 1.55607
H -24.25628 -5.00470 0.90446
H -22.75888 -2.75887 -0.39618
O -20.40641 1.27953 -4.94926
C -19.62308 1.59295 -4.11017
O -18.57678 0.84026 -3.69446
C -17.97966 1.44471 -2.58291
C -18.47753 2.87913 -2.66093
F -17.50982 3.74042 -3.15803
O -19.58480 2.86358 -3.62771
H -18.30941 1.04103 -1.59299
H -16.92421 1.40523 -2.62560
H -18.85536 3.25501 -1.67755
O -20.47144 1.92451 -0.52122
C -21.61602 1.58488 -0.52949
O -22.31576 1.29544 -1.65811
C -23.71000 1.02617 -1.23583
C -23.56875 0.77076 0.25057
F -23.56206 -0.55810 0.49961
O -22.31992 1.39957 0.53741
H -24.36739 1.87040 -1.41130
H -24.01476 0.13229 -1.78298
H -24.29971 1.19392 0.88384
C -27.24566 4.78130 -1.11038
C -27.30304 4.06756 0.10385
C -26.11857 3.49920 0.56604
N -24.95049 3.52913 -0.09073
C -24.95400 4.13202 -1.25468
C -26.06444 4.77814 -1.80676
H -28.10353 5.28918 -1.51516
H -28.20726 3.95841 0.64276
H -26.05616 2.85653 1.48028
H -24.05781 4.05212 -1.85459
H -26.03730 5.26384 -2.78289
C -21.67501 -0.42657 4.49719
C -22.71598 -1.16063 4.12565
C -23.82018 -0.57751 3.49710
N -23.90871 0.72915 3.23493
C -22.85737 1.42657 3.62836
C -21.70149 0.91721 4.23124
H -20.82552 -0.96509 4.97614
H -22.76061 -2.22173 4.31629
H -24.64095 -1.17865 3.16861
H -22.73975 2.44483 3.18367
H -20.88117 1.56512 4.38755
C -14.95939 -0.43614 2.32248
C -15.19321 -0.36645 0.92955
C -15.49222 0.86126 0.36312
N -15.80157 1.93732 1.15513
C -15.70484 1.76346 2.45184
C -15.27186 0.64845 3.09046
H -14.63969 -1.34140 2.82291
H -14.91485 -1.08921 0.18167
H -15.67695 0.95989 -0.69427
H -15.94013 2.62765 3.10424
H -15.04287 0.70105 4.15309
C -18.49084 -1.34704 2.22770
C -19.02242 -2.14375 3.20403
C -20.17032 -2.80297 2.89395
N -20.82547 -2.74347 1.73741
C -20.25837 -1.91422 0.77567
C -19.10871 -1.20778 0.98748
H -17.68258 -0.63836 2.44223
H -18.43963 -2.22188 4.05677
H -20.52699 -3.52830 3.53895
H -20.76740 -1.88661 -0.17421
H -18.70131 -0.46720 0.23284
```

These are the Mulliken partial charges, in e, on atoms 1 to 5:
1. O -0.5772
2. C 0.7962
3. O -0.3583
4. C -0.3963
5. C 1.0873

[4]
C29H29IrN7O2S | wB97M-V/def2-TZVPD

Values from the calculation:
Kohn-Sham gap (alpha / beta), eV: 6.0 / 5.3
LUMO energy (alpha / beta), eV: -1.63 / -2.17
HOMO level (alpha / beta), eV: -7.6058 / -7.5072
Relative energy (zero: lowest compared OMol25 entry of this formula, charge and spin), eV: 0.563
Spin multiplicity: 2

```
69
C29H29IrN7O2S | OMol25 | wB97M-V/def2-TZVPD
Ir -0.70322 0.02883 0.10957
C -2.01312 1.87153 5.21587
C -0.89302 1.20233 4.74447
C -0.55372 1.26193 3.41037
C -1.35352 1.98213 2.51317
C -2.45942 2.69103 3.00937
C -2.78062 2.63173 4.34467
N -1.10612 1.96083 1.16977
N -1.32372 3.01703 0.46427
C -1.82412 2.95563 -0.76733
C -1.76782 4.08353 -1.60733
C -2.34062 4.04703 -2.85273
C -3.01112 2.90453 -3.29673
C -3.09082 1.78693 -2.48953
C -2.50052 1.78133 -1.22863
H -2.28172 1.81483 6.25917
H -0.28592 0.62363 5.42587
H 0.33718 0.78213 3.03837
H -3.06742 3.24743 2.31277
H -3.65002 3.16133 4.70527
H -1.24772 4.95533 -1.24443
H -2.27742 4.90883 -3.50033
H -3.46232 2.89813 -4.27873
H -3.62502 0.91083 -2.82713
C 2.11188 -2.26137 2.72077
C 0.93668 -1.60107 2.07757
N 1.05108 -0.73807 1.11697
O 2.33678 -0.37807 0.75337
C -0.38772 -1.89857 2.52917
C -0.66622 -3.00507 3.50557
N -1.34502 -1.12277 2.09507
O -2.55002 -1.21537 2.39107
H 3.00888 -2.06767 2.13997
H 1.94708 -3.33357 2.79407
H 2.25168 -1.86877 3.72687
H 2.22958 0.23533 -0.00503
H -0.15432 -2.83697 4.45177
H -0.35172 -3.96607 3.10247
H -1.73862 -3.01597 3.68427
C -1.13012 -1.57937 -1.28863
C -0.21792 -2.63197 -0.88263
C 1.10868 -2.64297 -1.34653
C 1.98508 -3.63917 -0.98103
C 1.56528 -4.67457 -0.15763
C 0.25958 -4.68367 0.31157
C -0.62062 -3.67827 -0.03423
H -2.17462 -1.87177 -1.18903
H -0.91142 -1.17787 -2.27953
H 1.44348 -1.82697 -1.96573
H 3.00478 -3.60917 -1.33533
H 2.24358 -5.47187 0.10707
H -0.06622 -5.49257 0.95077
H -1.63632 -3.70037 0.33197
C 4.17058 2.80363 -4.98553
C 3.56808 1.75953 -4.10303
C 3.89828 0.41043 -4.25703
C 3.31718 -0.46967 -3.36303
N 2.49558 -0.07047 -2.40953
C 2.20008 1.23103 -2.36103
S 1.10758 1.77123 -1.14473
N 2.71268 2.15353 -3.17473
H 4.93758 2.36633 -5.62043
H 4.60348 3.59653 -4.38023
H 3.39828 3.24943 -5.60863
H 4.57698 0.08193 -5.02693
H 3.51088 -1.53637 -3.39903
N -3.57422 0.00813 0.13107
C -2.62122 0.63353 -0.34663
H -4.55302 0.25713 0.09407
```

These are the Mulliken partial charges, in e, on atoms 1 to 5:
1. Ir 1.7732
2. C -0.5334
3. C -0.6831
4. C 0.1299
5. C -0.2200